{"formula": "C37H66F21N3O17", "method": "ωB97M-V/def2-TZVPD", "symbols": ["H", "H", "H", "C", "H", "H", "C", "O", "H", "C", "C", "H", "C", "O", "H", "H", "H", "F", "F", "F", "C", "H", "F", "C", "H", "H", "H", "F", "O", "H", "H", "H", "C", "H", "H", "O", "C", "C", "H", "C", "O", "H", "C", "H", "F", "F", "H", "F", "H", "C", "H", "H", "C", "H", "H", "C", "H", "C", "H", "H", "O", "O", "C", "C", "H", "H", "H", "N", "O", "C", "C", "O", "F", "F", "F", "C", "F", "O", "C", "H", "F", "H", "H", "H", "O", "C", "H", "C", "H", "H", "H", "H", "F", "O", "C", "H", "H", "O", "H", "C", "H", "C", "H", "H", "F", "H", "C", "C", "H", "H", "O", "H", "C", "H", "H", "H", "H", "C", "C", "C", "H", "C", "H", "C", "C", "H", "F", "N", "F", "H", "F", "F", "O", "H", "H", "H", "F", "C", "O", "H", "N", "F", "O", "H"], "coordinates": [[5.4533, -0.4440, 2.1759], [-8.4160, 1.9905, -9.5655], [-5.3360, 1.2407, -8.3043], [3.9197, -0.0487, 5.4192], [4.9258, -9.8290, 6.2741], [-0.0290, -3.0933, 1.4245], [-6.5104, 2.7913, -10.0138], [3.3042, 7.1609, 3.6121], [3.4874, -0.8526, 4.8233], [-1.3467, -5.9861, 7.9424], [5.1129, 0.4111, 4.6501], [-1.9407, 8.2167, -4.5067], [1.3262, 1.3793, -7.5476], [-3.5726, -6.8442, 7.1341], [3.7110, -7.7627, -3.8741], [4.9343, -12.0334, 7.4752], [-6.1868, 10.0207, -5.4292], [8.9036, -10.2100, 5.1562], [2.3649, 10.0352, 4.3036], [-6.1137, 1.6345, -10.6313], [8.2305, -9.1704, 4.7511], [6.1007, 1.1489, 1.7240], [-0.5225, -6.9944, 7.6638], [7.5661, -8.3926, 5.9508], [0.5609, 6.9212, 1.4583], [4.4230, 0.8178, 1.3386], [-6.8067, -0.2327, -6.1863], [-1.2216, -5.3783, 6.7344], [-6.6992, 10.0403, -3.4927], [-3.1874, 2.7384, 6.1296], [3.9089, 1.9786, -8.2176], [2.3516, -4.3507, 0.6997], [-4.3570, 1.9183, 7.6071], [-5.9504, 1.0958, 6.6930], [0.2231, -5.3814, -4.6545], [8.4325, -7.6691, 6.7603], [2.1676, -3.2789, 0.7748], [-6.2244, 0.7182, -7.9497], [6.6199, -11.9513, 7.7408], [-0.3264, -0.5506, 0.9430], [-8.4160, 3.7058, -8.4641], [-0.9219, 8.3063, 0.5703], [1.8539, 1.9772, -8.8480], [-3.2990, 7.1559, -3.9691], [0.1703, 1.0291, -0.8333], [-6.9367, 3.6445, -11.0354], [-2.2957, -6.9936, 5.5292], [-5.7223, 12.6005, -4.6275], [-6.4067, -0.0894, -8.6588], [-3.7408, 4.4115, 7.4774], [-4.6478, 3.1221, 5.8860], [-6.4452, 2.4355, 7.9083], [-5.6720, 10.2248, -4.4904], [4.6418, 2.1657, 3.5242], [1.2419, 2.1307, -6.7624], [5.7557, -11.3194, 7.5363], [-3.6147, 4.1798, 8.5350], [2.1009, -6.2493, -4.5794], [-3.4385, -5.6216, 5.4682], [0.3154, -6.8468, -5.5363], [-7.3381, 1.6529, -7.8251], [4.4037, -8.7583, -5.4742], [-3.8966, 8.6459, -5.3353], [2.1051, 7.8627, 3.5430], [2.8173, 4.4754, -9.6383], [4.3676, -0.1544, 6.4072], [-2.5479, 7.0772, -5.6509], [4.6620, 1.1715, 3.3472], [-4.7052, 9.1965, -4.2726], [3.4481, 3.8777, -8.9803], [-7.6996, 2.5541, -8.9679], [2.7767, -7.1271, -5.5149], [4.7619, -5.4042, -5.6951], [1.8557, 8.5169, 5.7964], [9.0717, -8.4989, 3.9874], [5.2133, 0.6130, 2.0608], [-4.0744, 11.8462, -3.4876], [-3.2920, -7.0531, 9.4465], [1.0520, 7.8702, 1.2431], [3.6777, 1.0169, 3.1816], [-5.4308, 3.4130, -9.4531], [3.1685, 4.1864, -7.9730], [-4.5641, 8.0663, -5.9730], [0.3696, 0.8951, -7.7440], [1.9747, 8.4511, 2.2050], [-3.3265, -6.6815, 5.6968], [1.7473, -6.6119, -3.6142], [4.0064, -7.5419, -4.8998], [0.4602, 9.6168, 0.4226], [2.5598, -5.3151, -4.2554], [-3.3158, -5.3451, 8.5002], [0.9635, -5.3874, -6.3135], [7.3738, -9.6243, 3.8600], [-0.1185, 0.3054, 2.0648], [-2.8495, 7.6936, -4.8040], [-5.3286, -7.2442, 5.2183], [-3.2887, 9.2802, -5.9805], [6.2676, 0.0970, 4.8878], [-0.4675, 9.2107, 1.8905], [0.8538, -5.9146, -5.3658], [-4.4993, 5.1930, 7.5223], [-4.3540, -7.4386, 4.7706], [2.8431, -2.7768, 0.0822], [-5.9698, 0.6588, 8.2694], [-0.5719, -0.8263, -1.4613], [1.8383, 0.4533, -7.2862], [0.6663, -2.7630, 0.6528], [-0.6668, 0.0406, -0.4437], [0.3693, -2.9479, -0.3796], [-2.7502, 4.7468, 7.1704], [6.8779, -9.2267, 6.9257], [6.2674, -10.8023, 5.5887], [-0.0445, 8.8180, 0.9659], [-5.1882, -0.6764, -6.6816], [5.5680, -10.8139, 8.4836], [-1.1540, -1.2413, 1.1050], [3.5916, 1.9582, -9.9424], [-5.8715, 0.1666, -6.5788], [1.6673, 8.9403, 4.5613], [-4.9580, 11.5714, -4.4850], [-4.4791, -7.1168, 3.7367], [5.9265, -10.2246, 6.4478], [3.1037, 0.6739, 5.4219], [-2.8864, -6.3240, 8.2872], [5.0641, -6.3412, -4.8496], [2.5536, -3.0487, 1.7678], [-0.7458, -5.2836, 8.9566], [3.3811, 2.3012, -9.0160], [-4.2482, 11.5172, -5.6082], [1.3807, 7.0498, 3.4931], [0.3740, 9.3432, 4.4406], [-1.8296, 0.6656, -0.5311], [-3.5730, 1.3863, 8.3439], [4.4956, 4.1447, -9.1196], [1.5953, 7.8054, 0.3004], [6.7981, -7.7120, 5.5833], [5.1789, -5.8224, -3.6318], [-5.8385, 1.5612, 7.6723], [0.8588, -1.3069, 0.7799], [-4.1105, -8.5002, 4.8141], [-3.9979, 3.0351, 6.6542], [6.3217, -6.5788, -5.2032], [1.1212, 2.0802, -9.8662], [-5.6222, 0.9574, -5.8712]], "forces_ev_per_a": [[-0.3, 0.2, 0.1], [-0.1, -0.6, -0.4], [0.1, 0.2, -0.3], [0.6, 1.4, -0.2], [0.0, 0.4, -0.3], [0.1, -0.3, -0.1], [-1.1, 1.6, 0.9], [-1.6, 2.4, 1.2], [0.2, -0.8, 0.6], [-0.4, -1.5, 0.1], [1.9, -1.4, 0.5], [-0.1, 0.1, 0.4], [0.3, -0.2, -0.8], [-0.9, -1.4, -1.8], [0.3, 0.5, 0.8], [-0.4, 0.2, -0.8], [0.5, 0.6, -0.9], [1.2, -2.1, 1.3], [0.8, 1.2, 0.8], [0.2, 0.8, 0.2], [-0.5, 0.9, 1.3], [0.0, 0.0, 0.4], [0.4, -2.0, 1.3], [1.9, 2.9, 3.2], [0.8, -0.5, 0.7], [0.1, -0.5, -0.2], [-0.1, -0.3, 0.2], [-0.7, 2.5, 0.4], [2.8, 1.4, -2.3], [1.2, 0.1, 0.2], [0.5, -0.6, -0.1], [-0.5, -0.1, -0.4], [-1.1, -1.9, 3.1], [-1.0, 0.6, -0.6], [-0.4, 0.6, -0.3], [-0.8, -1.4, -2.6], [-0.9, 0.0, 0.9], [-0.2, 1.5, 0.2], [0.4, 0.3, -0.4], [0.7, 1.6, 3.4], [3.3, -3.5, -1.9], [0.2, 0.3, -1.1], [-4.4, -1.4, -3.7], [0.4, -0.4, -0.1], [1.4, 0.4, 0.3], [0.6, -1.3, 1.1], [-0.1, 0.0, -0.5], [-1.8, 2.0, 0.3], [-0.4, -0.2, -0.1], [1.1, -1.1, 0.3], [-1.0, 0.4, 0.1], [-0.3, -0.4, -0.3], [-4.3, -2.1, 4.3], [0.9, 0.8, -0.4], [0.2, -0.3, 0.2], [0.2, 0.6, 1.2], [0.0, -0.8, -0.2], [-1.3, 0.3, -2.3], [0.3, 0.2, -0.1], [0.1, -0.1, -0.3], [1.5, -0.4, -0.8], [0.0, 3.5, 0.9], [-0.8, -0.1, 0.2], [1.7, -4.0, -2.3], [-0.2, -1.1, -0.5], [-0.9, -1.0, 0.1], [-0.1, -0.5, 0.2], [0.3, -1.3, 0.2], [2.3, -0.3, -0.5], [1.0, -0.2, 0.9], [-2.8, 2.8, 1.6], [0.5, 1.9, 2.2], [-1.7, 2.7, -1.5], [0.0, 0.2, 1.1], [1.2, 1.9, -0.2], [0.6, 1.1, -0.6], [-0.5, -0.3, -0.1], [2.3, 1.4, -3.3], [1.0, 0.3, 0.8], [-0.9, -0.5, 0.7], [-0.3, -0.8, -0.7], [0.0, -0.3, 0.1], [-0.2, 0.0, -0.3], [-0.4, 0.9, -0.3], [-0.9, 0.2, -0.5], [0.1, 0.6, 0.6], [0.4, -1.3, 0.0], [1.0, -5.0, -1.2], [-1.1, 0.3, -0.4], [1.0, 0.1, -0.6], [0.2, 1.0, -0.6], [0.3, 0.1, 0.2], [-2.4, -0.9, -1.2], [-1.0, -1.3, -3.2], [-0.3, 0.2, 0.3], [-0.2, -0.4, 0.2], [-0.6, 1.1, 0.0], [-3.3, 1.8, -1.6], [0.4, 0.3, 0.3], [-1.0, -0.1, 1.1], [-0.3, -0.5, -1.3], [0.3, 0.1, 2.0], [-0.4, 0.1, -0.3], [0.1, 0.7, 0.8], [-0.6, -1.1, -0.1], [1.0, 0.4, 0.5], [3.0, 1.7, -0.6], [1.6, 2.0, 0.0], [-0.6, -0.4, 0.2], [-0.4, 0.2, -0.4], [-1.2, -2.6, -1.2], [0.1, 0.6, -0.5], [-0.8, 0.9, 0.8], [0.4, 0.3, 0.3], [0.0, 0.2, 0.2], [-0.5, -0.4, 0.2], [0.7, -0.4, -0.1], [-1.6, -0.1, -0.2], [0.8, -0.8, -2.5], [0.6, -2.2, 0.2], [0.8, 0.3, 0.0], [0.6, -1.0, 1.1], [0.2, 0.3, 0.2], [-1.3, -0.8, 3.1], [-0.1, -2.2, -0.5], [-0.2, 0.3, 0.2], [-0.6, 0.1, -1.1], [-3.1, 2.9, 0.0], [2.0, 0.6, -1.8], [-1.3, 0.1, 0.7], [-0.3, -0.5, 0.3], [-1.8, -0.5, 0.4], [0.1, 1.6, -2.0], [-0.1, -0.1, -0.1], [0.3, -0.6, 0.1], [-0.4, 0.0, -1.0], [-0.5, 0.7, 1.4], [1.5, -0.5, -1.2], [0.1, -1.8, -0.5], [-0.3, -0.1, -0.1], [0.3, 1.4, 1.2], [1.5, -1.7, -0.1], [4.4, 0.2, 4.2], [0.6, -0.1, -0.2]], "mol_weight_g_mol": 1223.90, "total_charge": -4, "homo_lumo_gap_ev": 1.351, "e_homo_ev": -0.15}